1.
Here is a molecular structure, C21H19Cl2FeN4O5P from the OMol25 dataset. Energies are from ωB97M-V/def2-TZVPD.

The geometry in XYZ format:
```
53
C21H19Cl2FeN4O5P, DFT ωB97M-V/def2-TZVPD
Fe -0.35652 -0.03243 -0.07707
Cl 5.47011 0.27379 -3.51368
C 4.28999 0.03109 -2.28776
C 2.96014 0.24327 -2.57303
C 1.99513 0.04176 -1.58051
N 0.65633 0.20214 -1.68514
C 0.00939 0.66965 -2.81077
O 0.54730 1.01734 -3.85735
C -1.43991 0.72901 -2.60081
C -2.26790 1.29976 -3.57387
C -3.62035 1.38704 -3.35613
C -4.13371 0.88346 -2.14823
C -3.26272 0.32143 -1.24207
N -1.94286 0.24064 -1.42640
C 2.40647 -0.40059 -0.27078
C 3.76586 -0.61482 -0.01154
C 4.69208 -0.39229 -1.00446
Cl 6.36304 -0.62703 -0.66844
N 1.36863 -0.55578 0.57952
C 1.47192 -1.09088 1.85077
O 2.52047 -1.44362 2.39488
C 0.16599 -1.17622 2.48542
C 0.02780 -1.66150 3.79421
C -1.20870 -1.69172 4.38285
C -2.31469 -1.22886 3.64197
C -2.11287 -0.78093 2.35804
N -0.92213 -0.75124 1.75728
H 2.64801 0.56711 -3.55272
H -1.80380 1.66104 -4.47894
H -4.27699 1.82526 -4.09193
H -5.19041 0.92925 -1.93478
H -3.62924 -0.10949 -0.31777
H 4.06772 -0.95802 0.96420
H 0.91627 -2.00578 4.29913
H -1.33800 -2.05088 5.39267
H -3.30139 -1.22292 4.07383
H -2.94119 -0.41753 1.76222
C -2.47083 3.37736 0.94392
O -1.07861 3.31243 1.17434
P -0.15227 2.23620 0.32389
O 1.25633 2.75422 0.89375
C 1.65359 2.54441 2.24083
O -0.11448 2.91656 -1.12826
C 0.23768 4.28763 -1.30614
H -2.79336 4.36799 1.26838
H -2.99143 2.61183 1.52312
H -2.70767 3.25077 -0.11647
H 2.71046 2.80183 2.28958
H 1.51342 1.50543 2.54239
H 1.08486 3.19767 2.90392
H -0.10720 4.57122 -2.29886
H 1.31843 4.40394 -1.24044
H -0.24068 4.91376 -0.55157
```

The value obtained for the HOMO-LUMO gap (alpha / beta) is 0.220 / 0.231 Ha. The total energy is -3932.442271 Ha. As for the charge: 0. The HOMO energy (alpha / beta) comes out at -6.651 / -6.845 eV. Its LUMO energy (alpha / beta) is -0.0244 / -0.0202 hartree.

2.
Here is 2 unconnected molecules or ions with the total composition C8H16N2O4 from the OMol25 dataset. Energies are from ωB97M-V/def2-TZVPD.

The geometry in XYZ format:
```
30
C8H16N2O4, DFT ωB97M-V/def2-TZVPD
C 0.67042 -1.98283 0.29484
C -2.12202 -2.31454 1.62413
C -1.27788 1.30991 -1.85344
C -0.18018 3.39680 -1.01929
C -1.06450 -3.25590 0.99419
C 2.05207 -1.31133 0.36611
C -0.06375 1.84782 -1.05091
C 0.09065 1.10416 0.24748
N 2.68087 -0.76980 -0.59481
N 1.27784 1.12881 0.86167
O -0.02168 -1.70207 -0.65923
O 1.67548 0.55766 1.90840
O 2.25930 2.04955 0.29596
O 0.22061 -2.80140 1.21573
H -2.13625 -1.42442 1.10814
H -3.07980 -2.59467 1.38938
H -1.88212 -2.13650 2.70197
H -1.15036 0.20329 -1.76540
H -2.16136 1.78922 -1.44720
H -1.14004 1.57320 -2.92041
H 0.54298 3.79901 -0.35184
H -1.07379 3.80278 -0.58776
H 0.20904 3.72309 -1.94550
H -1.25074 -3.31940 -0.15293
H -1.22305 -4.25982 1.52478
H 2.50498 -1.35537 1.37442
H 0.95633 1.57338 -1.64981
H -0.60427 0.43758 0.72519
H 2.23144 -0.94349 -1.46416
H 3.05980 1.87529 0.83028
```

The value obtained for the HOMO-LUMO gap is 0.338 Ha. The total energy is -724.705386 Ha. As for the charge: 0. The SMILES is CC(C)/C=[N+](/[O-])O.[H]/N=C\C(=O)OCC. The HOMO energy comes out at -8.813 eV. Its LUMO energy is 0.0143 hartree.

3.
Here is a single C18H16N2O3S molecule from the OMol25 dataset. Energies are from ωB97M-V/def2-TZVPD.

The geometry in XYZ format:
```
40
C18H16N2O3S, DFT ωB97M-V/def2-TZVPD
C -3.75272 2.15101 1.15799
C -2.79504 2.85455 0.24642
C -1.65913 2.19885 -0.20814
C -0.77536 2.83610 -1.06901
C -1.03043 4.14205 -1.47888
C -2.16132 4.79474 -1.02778
C -3.04024 4.15700 -0.17045
H -3.92172 4.67402 0.17886
H -2.35612 5.80791 -1.34648
H -0.34300 4.64243 -2.14683
N 0.38915 2.21955 -1.55654
C 0.85372 0.97170 -1.31987
O 0.31584 0.13698 -0.62439
C 2.18522 0.68936 -2.01686
H 2.97325 1.21446 -1.46934
H 2.16964 1.04042 -3.04962
C 2.48266 -0.80726 -1.97222
C 2.39172 -1.31910 -0.54029
O 3.04560 -0.86618 0.36058
N 1.52797 -2.38264 -0.43751
C 0.80598 -2.76405 -1.54604
O -0.00464 -3.63801 -1.60306
S 1.30846 -1.79217 -2.94670
C 1.25030 -2.97410 0.83197
C 2.29433 -3.49413 1.58108
C 2.02528 -4.05515 2.81703
C 0.72590 -4.10314 3.29271
C -0.30977 -3.58060 2.53618
C -0.05269 -3.00813 1.30346
H -0.84816 -2.58811 0.70906
H -1.32260 -3.61316 2.90844
H 0.52048 -4.54645 4.25566
H 2.83430 -4.45918 3.40672
H 3.30401 -3.45171 1.20333
H 3.48920 -0.99590 -2.35560
H 0.94575 2.81093 -2.15908
H -1.45787 1.18957 0.10926
H -4.21354 2.85084 1.85143
H -4.54646 1.68583 0.57270
H -3.24793 1.37087 1.72179
```

The value obtained for the HOMO-LUMO gap is 0.334 Ha. The total energy is -1429.017876 Ha. As for the charge: 0. The SMILES is Cc1cccc(NC(=O)C[C@@H]2SC(=O)N(c3ccccc3)C2=O)c1. The HOMO energy comes out at -8.741 eV. Its LUMO energy is 0.0131 hartree.